46
Properties=species:S:1:pos:R:3:nbo_charge:R:1 method="wB97M-V/def2-TZVPD" charge=+2 orbital_gap_ha=0.28152 total_energy_ha=-991.6264 molar_mass_da=534.18
Ta 0.08029 -0.01211 1.15999 2.299
Ag -0.62996 3.10372 1.93602 0.940
O 0.42459 -0.06150 2.97958 -0.776
O -3.93974 -1.56186 1.43310 -0.382
N -1.79225 -0.59008 1.02332 -0.917
N 0.71095 -1.45238 -0.00785 -0.688
N 0.12218 1.80560 0.28983 -0.883
C 2.03192 -1.76027 0.60089 -0.441
C -0.15372 4.01229 -0.75160 -0.613
C -0.88123 -1.82425 -1.81917 -0.616
C -0.43872 2.51138 -0.91200 0.123
C -2.87897 -1.12086 1.18183 0.937
C 1.26955 -3.08054 -1.80245 -0.630
C 0.14881 0.00001 4.37606 -0.248
C 0.17008 -2.46785 -0.93116 0.115
C 1.59715 1.98539 0.48431 -0.441
C -1.94012 2.24995 -0.91035 -0.622
C 0.20670 1.99301 -2.19030 -0.638
C -0.46312 -3.54820 -0.05879 -0.614
H -2.40025 2.76086 -1.77496 0.262
H 0.28787 -4.00739 0.59743 0.218
H -1.25039 -3.11326 0.56557 0.197
H 1.79903 2.96802 0.95110 0.236
H 2.18079 -1.15062 1.51699 0.205
H -0.51795 4.40676 0.22296 0.145
H 0.78422 -3.74477 -2.53488 0.252
H 1.81898 -2.30790 -2.35128 0.222
H -0.43767 -1.03973 -2.44535 0.212
H 0.07883 1.04911 4.69213 0.189
H -0.23875 2.53214 -3.03988 0.259
H 0.03127 0.92100 -2.34326 0.227
H 2.10166 -2.82304 0.88775 0.249
H -0.81018 -0.48880 4.57668 0.213
H 2.14681 1.92444 -0.46572 0.258
H -2.16111 1.17077 -0.96123 0.231
H -1.29747 -2.59980 -2.48007 0.252
H 2.84435 -1.54105 -0.10948 0.241
H 1.97232 -3.69043 -1.21881 0.224
H 1.28663 2.19049 -2.21154 0.218
H 0.92308 4.21161 -0.81945 0.234
H -1.70342 -1.40464 -1.23371 0.204
H -0.69170 4.57247 -1.53158 0.274
H -2.41777 2.64821 0.00192 0.195
H 0.95113 -0.51613 4.92474 0.230
H -0.89975 -4.32487 -0.70332 0.251
H 1.97504 1.21510 1.20596 0.198